# 1
{
  "formula": "C33H90O20",
  "method": "the ωB97M-V functional and the def2-TZVPD basis",
  "symbols": ["C", "O", "C", "C", "O", "C", "H", "H", "H", "H", "H", "H", "H", "H", "H", "H", "C", "O", "C", "C", "O", "C", "H", "H", "H", "H", "H", "H", "H", "H", "H", "H", "C", "O", "C", "C", "O", "C", "H", "H", "H", "H", "H", "H", "H", "H", "H", "H", "C", "O", "C", "C", "O", "C", "H", "H", "H", "H", "H", "H", "H", "H", "H", "H", "C", "O", "C", "C", "O", "C", "H", "H", "H", "H", "H", "H", "H", "H", "H", "H", "C", "O", "C", "C", "O", "C", "H", "H", "H", "H", "H", "H", "H", "H", "H", "H", "C", "O", "C", "C", "O", "C", "H", "H", "H", "H", "H", "H", "H", "H", "H", "H", "C", "O", "C", "C", "O", "C", "H", "H", "H", "H", "H", "H", "H", "H", "H", "H", "C", "O", "H", "H", "H", "H", "O", "H", "H", "O", "H", "H", "O", "H", "H"],
  "xyz": [[-3.26794, 3.03712, 5.55102], [-4.16964, 3.25688, 6.60473], [-5.05630, 2.16960, 6.85060], [-5.30527, 2.04782, 8.33120], [-6.18010, 3.06543, 8.76373], [-6.32903, 3.06363, 10.16069], [-2.56999, 3.87496, 5.57597], [-3.82466, 3.12922, 4.60715], [-2.69658, 2.10311, 5.55925], [-4.64483, 1.21853, 6.49779], [-5.99360, 2.38450, 6.32252], [-4.33605, 2.21028, 8.82401], [-5.73269, 1.05973, 8.54429], [-7.05911, 3.83622, 10.39767], [-5.39717, 3.37874, 10.65560], [-6.62938, 2.08639, 10.54937], [6.57256, 0.71782, 0.90507], [5.33751, 0.05910, 1.05816], [4.97548, -0.17556, 2.40199], [4.35267, 1.02543, 3.08615], [3.22104, 1.54870, 2.46411], [2.12273, 0.67905, 2.41493], [6.54309, 1.76681, 1.22040], [6.79300, 0.68808, -0.16234], [7.40800, 0.23399, 1.42812], [5.82808, -0.56375, 2.97436], [4.25700, -1.00436, 2.40670], [5.09285, 1.82619, 3.15194], [4.13636, 0.72334, 4.12595], [1.22322, 1.25940, 2.23642], [2.00048, 0.04685, 3.30486], [2.24958, -0.03485, 1.58678], [-5.25482, -3.03657, -5.72492], [-4.03421, -2.88798, -5.03877], [-3.07394, -3.85078, -5.47058], [-1.87919, -3.76207, -4.53889], [-1.96122, -4.62552, -3.42968], [-2.85477, -4.20279, -2.44300], [-5.80135, -3.91531, -5.35982], [-5.13389, -3.09343, -6.81019], [-5.86576, -2.16590, -5.48355], [-2.72647, -3.60563, -6.48045], [-3.48130, -4.86208, -5.36885], [-1.70851, -2.72151, -4.24168], [-0.98139, -4.07616, -5.07892], [-2.73191, -3.16583, -2.09795], [-2.73326, -4.82795, -1.55728], [-3.90110, -4.29215, -2.76828], [2.81351, -6.87602, -2.95926], [3.51705, -5.88666, -2.22833], [4.04025, -4.86625, -3.04481], [4.52071, -3.73640, -2.16031], [3.49192, -3.38865, -1.28019], [3.88972, -2.45115, -0.27151], [2.08526, -7.32310, -2.28444], [3.49143, -7.69038, -3.25405], [2.35586, -6.48450, -3.86894], [3.26735, -4.50947, -3.73406], [4.92602, -5.21964, -3.59102], [4.83026, -2.86578, -2.75870], [5.42948, -4.02254, -1.61183], [4.05013, -1.47383, -0.72661], [4.78132, -2.80299, 0.25336], [3.06872, -2.43191, 0.44400], [-2.05358, -0.12660, -4.88843], [-2.31503, 1.24675, -4.99811], [-1.71378, 2.02234, -3.99435], [-0.20726, 2.16605, -4.07601], [0.32638, 2.90478, -5.13661], [-0.02915, 2.44102, -6.42691], [-1.09107, -0.46380, -5.30193], [-2.84342, -0.67008, -5.40601], [-2.08357, -0.45502, -3.83965], [-1.93200, 1.59507, -3.00424], [-2.18644, 3.00599, -4.04296], [0.25757, 1.16218, -4.06658], [0.12072, 2.59721, -3.12553], [0.70741, 2.81022, -7.13999], [-1.00097, 2.83762, -6.73295], [-0.06167, 1.34837, -6.44269], [-1.95023, 1.28877, 1.86178], [-1.22123, 0.23808, 1.28304], [-1.11360, 0.20347, -0.09837], [-0.43955, -1.07747, -0.53635], [-0.20670, -0.92023, -1.92142], [0.53804, -1.94423, -2.49265], [-1.62247, 2.20834, 1.36147], [-1.85829, 1.31064, 2.94509], [-3.02949, 1.17461, 1.68301], [-0.56775, 1.06847, -0.50454], [-2.09819, 0.20765, -0.59983], [-1.06212, -1.96408, -0.34460], [0.49406, -1.28358, 0.01037], [0.14685, -2.95356, -2.30206], [1.61358, -1.90929, -2.29329], [0.42169, -1.84912, -3.58075], [4.71087, -1.90456, -5.48019], [4.80159, -0.70596, -4.76627], [3.59078, 0.01798, -4.74020], [3.72845, 1.09219, -3.70387], [4.74318, 2.03435, -3.99816], [4.37025, 2.96348, -4.99070], [4.35115, -1.74197, -6.50394], [3.99533, -2.59710, -5.00539], [5.69529, -2.36417, -5.43810], [2.79342, -0.67108, -4.41626], [3.37895, 0.40521, -5.74427], [4.01638, 0.61056, -2.76416], [2.79819, 1.62883, -3.49488], [3.30879, 3.23117, -4.91194], [4.50024, 2.52674, -5.99289], [4.98593, 3.85437, -4.91526], [0.37714, 4.21601, 8.36781], [0.99043, 2.99853, 8.00140], [0.17187, 2.08224, 7.32823], [0.96557, 1.35628, 6.26440], [1.68848, 2.18528, 5.38439], [0.87503, 2.98889, 4.58573], [-0.01588, 4.17445, 9.38701], [-0.35045, 4.54053, 7.62131], [1.17680, 4.96368, 8.38644], [-0.70679, 2.57513, 6.88922], [-0.24406, 1.32011, 8.00665], [0.25836, 0.75431, 5.66059], [1.68117, 0.64469, 6.67624], [1.45761, 3.29840, 3.72189], [0.51675, 3.87645, 5.12769], [-0.03176, 2.45128, 4.26610], [-3.59247, 4.50072, -1.55497], [-3.33766, 3.37127, -0.71060], [-4.49346, 4.98093, -1.16274], [-2.71649, 5.13598, -1.56345], [-3.85245, 4.16117, -2.56373], [-4.15835, 2.88005, -0.60269], [-3.80629, -1.19652, 2.91937], [-3.88025, -2.08800, 2.56714], [-2.96772, -1.18907, 3.38997], [-5.88722, 1.43848, 0.55609], [-5.48519, 0.90493, 1.25027], [-6.80681, 1.16047, 0.53236], [1.43302, -4.76849, -0.11429], [1.52137, -5.64718, -0.49614], [2.15494, -4.26909, -0.53284]],
  "forces_ev_per_a": [[-0.43, 1.01, -0.73], [0.37, -0.76, 0.61], [-0.16, 0.49, -0.16], [0.14, 0.53, -0.10], [-0.20, -0.21, -0.18], [0.29, 0.65, 0.11], [0.11, -0.09, 0.00], [0.27, -0.30, -0.14], [-0.24, -0.16, 0.34], [0.10, 0.07, -0.12], [-0.03, -0.27, 0.04], [-0.03, -0.48, 0.12], [0.14, -0.02, 0.18], [-0.20, -0.23, 0.04], [0.02, -0.25, -0.06], [-0.12, 0.01, 0.00], [0.17, 0.25, -0.42], [0.12, -0.24, 0.19], [-0.36, -0.46, -0.12], [0.69, -0.17, 0.69], [-0.14, 0.40, 0.10], [0.08, -0.84, -0.56], [-0.12, -0.04, 0.02], [0.03, 0.11, 0.04], [-0.24, -0.18, 0.13], [0.10, 0.31, 0.09], [-0.02, 0.12, -0.23], [-0.15, 0.12, -0.10], [-0.13, 0.07, -0.09], [-0.04, 0.03, 0.04], [0.06, 0.39, 0.25], [-0.17, 0.14, -0.07], [-0.44, 0.22, 0.43], [0.15, -0.32, -0.44], [0.22, 0.66, 0.89], [0.41, -0.21, -0.33], [0.37, 0.20, 0.10], [-0.98, 0.06, 0.72], [0.09, -0.11, -0.19], [0.11, -0.05, -0.02], [0.06, 0.02, -0.09], [-0.31, -0.25, -0.17], [-0.04, -0.04, -0.44], [-0.18, 0.00, 0.14], [-0.07, -0.08, -0.02], [0.34, 0.03, -0.38], [0.17, -0.16, -0.17], [0.12, 0.00, -0.04], [0.68, -0.49, 0.25], [-0.28, -0.02, -0.22], [0.42, 0.15, 0.33], [0.40, 0.14, -0.05], [0.02, 0.47, 0.52], [-0.32, -0.46, -0.42], [-0.23, 0.14, -0.13], [0.01, 0.15, -0.08], [-0.25, 0.13, 0.13], [0.05, 0.00, -0.10], [-0.22, -0.04, -0.32], [-0.18, -0.09, -0.16], [-0.18, -0.25, 0.14], [0.13, 0.10, 0.22], [0.12, 0.11, -0.12], [-0.01, 0.23, -0.01], [-0.27, -0.67, 0.29], [0.01, -0.09, -0.36], [0.07, 0.36, 0.33], [0.24, -1.03, 0.43], [0.12, 0.59, -0.14], [-0.15, 0.13, 0.07], [0.04, 0.34, -0.03], [0.00, 0.11, -0.09], [0.05, 0.11, -0.03], [-0.04, 0.02, -0.03], [0.04, 0.01, -0.04], [-0.21, -0.02, -0.11], [0.05, 0.38, -0.23], [0.16, -0.05, 0.13], [-0.06, -0.19, 0.06], [0.02, -0.01, -0.15], [-0.60, 0.40, -1.27], [0.41, -0.98, 1.34], [-0.61, 0.18, -0.79], [0.40, -0.34, 0.19], [-0.21, 0.30, 0.34], [0.03, -0.79, -1.41], [-0.18, 0.29, 0.55], [0.60, -0.08, -0.02], [0.10, -0.01, -0.21], [0.10, -0.04, 0.18], [-0.01, 0.19, 0.25], [-0.15, 0.17, -0.08], [0.03, 0.35, -0.08], [0.08, 0.12, 0.53], [-0.07, 0.05, 0.43], [0.12, 0.25, 0.07], [-0.39, -0.19, 0.20], [0.26, 0.13, 0.14], [-0.07, -0.52, 0.04], [0.41, 0.48, 0.54], [0.01, 0.13, 0.25], [-0.38, -0.47, -0.55], [0.31, -0.04, -0.08], [0.03, 0.08, -0.01], [0.02, -0.03, -0.33], [-0.19, 0.21, -0.20], [-0.20, 0.03, 0.05], [0.12, 0.04, -0.08], [-0.27, -0.15, -0.30], [0.06, 0.14, 0.15], [0.09, 0.15, 0.06], [0.10, -0.02, 0.15], [0.87, 0.21, 0.11], [0.01, 0.01, -0.07], [-0.34, -0.18, 0.12], [-0.06, -0.37, -0.68], [0.26, -0.33, 0.29], [-0.54, 0.39, 0.05], [-0.45, -0.07, -0.15], [-0.26, -0.07, 0.18], [-0.09, -0.04, -0.04], [0.20, 0.15, -0.07], [0.09, 0.06, 0.07], [-0.04, 0.04, 0.22], [0.09, 0.23, 0.24], [-0.02, 0.01, -0.04], [0.15, 0.02, -0.04], [0.17, -0.06, -0.18], [-1.06, -1.10, 0.32], [0.48, 0.10, -0.14], [0.30, 0.63, -0.11], [-0.01, 0.13, 0.06], [0.31, 0.16, -0.10], [-0.06, -0.03, 0.04], [-0.18, 0.04, 0.06], [0.03, -0.02, -0.03], [0.09, 0.02, -0.09], [0.12, 0.04, -0.01], [0.05, -0.03, 0.01], [-0.03, 0.01, -0.03], [-0.21, 0.01, 0.11], [0.04, 0.08, 0.03], [-0.02, -0.26, -0.12]],
  "smiles": "COCCOC.COCCOC.COCCOC.COCCOC.COCCOC.COCCOC.COCCOC.COCCOC.CO.O.O.O",
  "homo_lumo_gap_ev": 9.31
}

---

# 2
{
  "formula": "C5H7MgO4",
  "method": "the ωB97M-V functional and the def2-TZVPD basis",
  "symbols": ["O", "C", "O", "O", "C", "C", "O", "C", "C", "Mg", "H", "H", "H", "H", "H", "H", "H"],
  "xyz": [[-1.10302, -0.75050, -1.42522], [0.50043, -3.94468, -2.07095], [0.82117, -3.09411, -1.38808], [0.61912, -1.45793, 1.52737], [1.67180, -0.49592, 1.27664], [1.09306, 0.88988, 1.25262], [0.37178, 1.04359, -0.02416], [-1.03231, 1.24605, -0.05177], [-1.54083, 0.56372, -1.32641], [0.49845, -1.09555, -0.38877], [2.50378, -0.55649, 2.00305], [1.86967, 1.67069, 1.28528], [0.34612, 1.08272, 2.05130], [-1.28345, 2.32057, -0.04583], [-1.49095, 0.77479, 0.83514], [-1.19718, 1.16991, -2.19208], [-2.64763, 0.63325, -1.31811]],
  "forces_ev_per_a": [[0.14, 0.00, -0.06], [0.40, 1.02, 0.84], [-0.44, -1.13, -0.91], [0.16, 0.31, -0.51], [-0.19, -0.19, 0.22], [0.20, 0.01, 0.39], [-0.06, 0.06, -0.37], [-0.17, -0.03, 0.34], [0.12, -0.16, -0.10], [-0.18, 0.46, 0.74], [-0.12, 0.00, -0.27], [-0.14, -0.15, -0.07], [0.08, -0.11, -0.14], [0.04, -0.10, -0.02], [0.11, 0.07, -0.20], [-0.06, -0.04, 0.11], [0.11, -0.01, 0.01]],
  "homo_lumo_gap_ev": [4.83, 4.83],
  "total_charge": -1
}

---

# 3
{
  "formula": "C3H7NO",
  "method": "the ωB97M-V functional and the def2-TZVPD basis",
  "symbols": ["N", "C", "O", "C", "C", "H", "H", "H", "H", "H", "H", "H"],
  "xyz": [[1.46906, 0.04674, -0.94627], [0.40150, 0.29606, -0.07042], [0.63161, 1.44614, 0.67385], [-1.24961, 0.07041, -0.28686], [-0.32442, -0.86060, 0.45940], [1.79978, -0.89556, -1.07565], [2.11196, 0.78674, -1.18685], [-0.26900, 1.78684, 0.68768], [-2.09970, 0.40125, 0.34650], [-1.61700, -0.20135, -1.27026], [-0.10525, -1.81787, 0.00151], [-0.43982, -0.87291, 1.53614]],
  "forces_ev_per_a": [[-0.55, 0.10, -0.47], [-0.89, -0.28, -0.36], [-0.30, -0.06, 0.41], [0.40, -0.25, -0.41], [0.24, -0.44, 0.30], [-0.11, 0.22, 0.23], [-0.43, -0.05, 0.08], [0.33, 0.67, 0.41], [0.98, 0.66, -0.37], [0.33, -0.25, 0.01], [0.09, -0.13, 0.16], [-0.07, -0.18, 0.02]],
  "smiles": "NC1(O)CC1",
  "homo_lumo_gap_ev": 9.34
}

---

# 4
{
  "formula": "C4H8O3",
  "method": "the ωB97M-V functional and the def2-TZVPD basis",
  "symbols": ["C", "C", "O", "C", "O", "H", "H", "H", "H", "H", "H", "C", "O", "H", "H"],
  "xyz": [[1.64219, -0.29944, -1.43512], [0.58565, 0.11701, -0.41042], [0.00148, 1.35511, -0.71967], [-0.49718, -0.93897, -0.32612], [-1.64234, -0.68794, -0.64126], [2.13792, -1.22937, -1.13298], [2.39804, 0.48674, -1.50840], [1.19543, -0.44166, -2.42460], [1.05578, 0.18169, 0.57939], [-0.89608, 1.14568, -1.03170], [-0.19370, -1.95414, -0.01461], [-1.45610, 0.57498, 2.26537], [-0.60138, -0.27673, 2.31358], [-2.17748, 0.62618, 1.42962], [-1.55224, 1.34085, 3.05692]],
  "forces_ev_per_a": [[0.05, -0.02, -0.06], [0.10, -0.19, 0.07], [-0.12, 0.03, -0.09], [-0.33, 0.08, -0.15], [0.50, -0.16, 0.14], [-0.08, 0.13, -0.04], [-0.10, -0.11, 0.02], [0.04, 0.03, 0.13], [-0.04, -0.03, -0.12], [0.08, 0.10, 0.05], [-0.03, 0.11, -0.01], [0.22, -0.24, 0.05], [-0.39, 0.38, 0.02], [0.09, -0.04, 0.06], [0.03, -0.09, -0.06]],
  "smiles": "C[C@@H](O)C=O.C=O",
  "homo_lumo_gap_ev": 10.95
}

---

For reference, ΔE to the lowest compared entry with this formula, charge and spin by record: 0.00 0.00 60.30 48.28 kcal/mol.
For reference, DFT total energy by record: -2815.7368 -695.7659 -248.4304 -382.8879 Eh.